C2H5FN2S | ωB97M-V/def2-TZVPD

Each line ends with the natural charge from an NBO analysis.
CARTESIAN COORDINATES (ANGSTROEM)
C (0.29746, 0.03808, -0.40849)  0.02
C (-0.09834, -1.34216, 0.18353)  -0.04
H (1.23865, 0.69188, 2.59884)  0.37
H (-0.41731, 0.06913, 2.64232)  0.38
H (-0.08672, 2.05018, 0.40283)  0.41
H (0.08345, -2.17574, -0.64042)  0.21
H (0.54683, -1.80372, 1.18467)  0.20
N (0.25181, 0.79554, 2.13710)  -0.69
N (0.12797, 0.92525, 0.69463)  -0.45
F (-1.47954, -1.40025, 0.71184)  -0.38
S (0.50611, 0.59684, -1.94169)  -0.03

Output
* LUMO energy: -0.3 eV
* energy above the lowest of the compared OMol25 structures with the same formula, charge and spin: 63.4 kcal per mole
* total charge: 0
* SMILES: NNC(=S)CF

---

C21H33Cl2N4O3Pb | ωB97M-V/def2-TZVPD

Each line ends with the natural charge from an NBO analysis.
CARTESIAN COORDINATES (ANGSTROEM)
O (0.79319, -1.69522, -4.26508)  -0.46
C (1.07910, -1.16778, -5.31412)  0.40
C (2.44188, -1.18568, -5.93199)  -0.15
C (3.49916, -1.82050, -5.25609)  -0.16
H (3.31478, -2.29334, -4.28805)  0.25
C (4.77151, -1.84143, -5.82992)  -0.22
H (5.59451, -2.33263, -5.30568)  0.21
C (4.99336, -1.23358, -7.07577)  -0.20
H (5.99036, -1.24749, -7.52107)  0.21
C (3.93411, -0.60873, -7.74949)  -0.23
H (4.10323, -0.13905, -8.71852)  0.21
C (2.66258, -0.58850, -7.18028)  -0.19
H (1.82187, -0.11481, -7.68765)  0.21
H (0.30894, -0.63066, -5.92347)  0.10
C (1.03900, 3.12338, -0.65998)  -0.69
C (0.18855, 2.71013, 0.46492)  -0.38
H (1.27461, 4.19676, -0.68113)  0.16
H (0.54423, 2.84309, -1.60523)  0.23
H (1.98727, 2.55716, -0.60772)  0.22
C (-0.54773, 3.35583, 1.34786)  -0.31
C (-0.62241, 4.87405, 1.49311)  -0.65
H (-1.19922, 2.82600, 2.06017)  0.16
H (0.05278, 5.38241, 0.78235)  0.19
H (-0.36453, 5.19412, 2.51484)  0.18
H (-1.64779, 5.23404, 1.32175)  0.18
Pb (0.34781, 0.35622, 0.39660)  1.19
Cl (2.75645, 0.12859, 1.19349)  -0.79
Cl (-0.11460, -0.12367, -2.06769)  -0.76
C (0.52404, 1.24579, 3.55955)  0.54
O (-0.27846, 0.51817, 2.90789)  -0.67
N (0.30256, 1.60582, 4.82995)  -0.43
C (-0.86092, 1.11459, 5.54953)  -0.42
C (1.24909, 2.45000, 5.53892)  -0.40
H (1.44547, 1.62917, 3.09502)  0.19
H (-1.47173, 0.52770, 4.86191)  0.25
H (-1.43741, 1.95493, 5.94826)  0.19
H (-0.55652, 0.50082, 6.40433)  0.18
H (2.05493, 2.74250, 4.85820)  0.23
H (1.67779, 1.92441, 6.40067)  0.18
H (0.75064, 3.34936, 5.91791)  0.19
H (-5.66698, 0.36527, 1.32764)  0.18
H (-5.65320, -1.66373, -0.39411)  0.18
C (-4.96157, 0.84411, 0.64112)  -0.42
C (-4.93740, -1.06732, -0.97111)  -0.40
N (-4.21153, -0.15614, -0.10048)  -0.43
H (-4.25889, 1.46630, 1.19575)  0.26
C (-2.87420, -0.20688, -0.01971)  0.53
O (-2.20808, 0.50594, 0.77133)  -0.63
H (-4.22544, -1.73408, -1.46687)  0.22
H (-2.38608, -0.90793, -0.71425)  0.16
H (-5.55203, 1.46084, -0.04441)  0.19
H (-5.50255, -0.51415, -1.72992)  0.19
C (0.39862, -4.61988, 3.29540)  -0.40
N (0.05276, -3.70961, 2.20774)  -0.35
C (-0.41657, -4.06091, 0.94884)  -0.12
C (-0.55953, -2.89769, 0.23863)  -0.07
N (-0.17182, -1.84170, 1.05729)  -0.51
C (0.17397, -2.36144, 2.24335)  0.21
H (-0.48008, -5.19698, 3.61793)  0.20
H (1.18970, -5.32295, 2.99348)  0.20
H (0.76320, -4.01930, 4.13933)  0.21
H (-0.58142, -5.08009, 0.64148)  0.20
H (-0.87406, -2.76411, -0.78136)  0.24
H (0.54070, -1.83952, 3.12464)  0.22

Output
* LUMO energy: 2.6 eV
* total charge: -1

---

For each record above, in turn, the calculated F_max values are 4.63, 3.99 eV/Å.